This record from the Open Molecules 2025 dataset describes C4H12N2O in the gas phase. The level of theory is the ωB97M-V functional and the def2-TZVPD basis.

```
! RIJCOSX wB97M-V def2-TZVPD def2/J DEFGRID3
* xyz 0 1
N 0.07287 -1.70771 -0.89452
C -0.51001 -0.83236 0.14044
C -0.60530 -1.35891 1.61823
O -1.41154 -0.43125 2.35509
C 0.37033 0.44921 0.17689
N 0.96038 0.88535 -1.05294
C 0.43729 2.18258 -1.55850
H 1.05616 -1.82973 -0.65576
H -0.31204 -2.64636 -0.86100
H -1.49801 -0.57151 -0.26521
H 0.38929 -1.58977 2.04236
H -1.27530 -2.21285 1.66402
H -0.83054 0.07447 2.93450
H -0.33611 1.18135 0.53451
H 1.17969 0.30392 0.92796
H 1.28493 0.57442 -1.94853
H 1.27354 2.79218 -1.88658
H -0.22278 1.87598 -2.42565
H -0.02285 2.86099 -0.84531
*
```

Properties
SMILES: CNC[C@@H](N)CO
Energy: -9368.3111 eV

Mulliken atomic charge list, values in e, 5 entries:
1. N -0.692
2. C 0.273
3. C -0.696
4. O -0.522
5. C -0.737